Here is 4 unconnected molecules or ions with the total composition C5H15NO2 at a distorted geometry from OMol25. Energies are from ωB97M-V/def2-TZVPD.

Geometry as XYZ:
```
23
Properties=species:S:1:pos:R:3:nbo_charge:R:1
C -0.160 1.198 0.792 -0.64
N -1.092 -0.958 0.162 -0.71
C 0.092 -0.144 0.115 -0.25
C -0.001 0.197 -3.323 -0.15
C 1.239 0.624 -2.943 -0.34
C 1.411 1.715 -2.097 -0.08
H 0.721 1.844 0.872 0.20
H -0.566 0.997 1.782 0.28
H -0.860 1.767 0.167 0.18
H -1.730 -0.868 0.985 0.46
H 0.896 -0.703 0.617 0.25
H 0.311 0.004 -0.930 0.17
H -0.940 0.591 -2.949 0.22
H -0.074 -0.600 -4.050 0.21
H 2.125 0.199 -3.388 0.23
H 0.540 2.251 -1.744 0.22
H 2.362 2.228 -2.188 0.22
H 1.016 -1.633 3.677 0.46
H -0.884 -1.912 -0.114 0.37
O -1.723 -0.771 2.662 -1.19
H -2.317 -0.903 3.414 0.45
H -0.287 -1.094 2.800 0.51
O 0.738 -1.373 2.804 -1.07
```

Output
E: -11006.7268 eV
ΔE to the lowest compared entry with this formula, charge and spin: 696.6 kJ/mol
Gap between HOMO and LUMO: 3.51 eV
Net charge: 0
HOMO energy: -0.275 Ha
Molar mass: 121.180 g/mol
E_LUMO: -3.99 eV


Here is 10 unconnected molecules or ions with the total composition C32H41Cl2F5O27 at a distorted geometry from OMol25. Energies are from ωB97M-V/def2-TZVPD.

Geometry as XYZ:
```
107
Properties=species:S:1:pos:R:3:lowdin_charge:R:1
O -0.253 -0.841 -4.517 0.20
C 0.266 -1.379 -5.402 -0.58
O 1.542 -1.239 -5.781 0.09
C 1.847 -2.287 -6.661 -0.07
C 0.517 -2.513 -7.368 -0.31
F 0.438 -3.781 -7.790 0.10
O -0.303 -2.265 -6.243 0.14
H 2.711 -2.081 -7.292 0.15
H 2.031 -3.170 -6.049 0.15
H 0.443 -1.776 -8.167 0.18
O 5.399 2.832 -0.787 0.11
C 5.071 1.728 -0.310 -0.51
O 4.138 0.935 -0.762 0.06
C 3.801 -0.113 0.191 -0.04
C 5.136 -0.290 0.910 -0.28
F 5.850 -1.188 0.199 0.08
O 5.637 1.049 0.765 0.11
H 3.091 0.257 0.931 0.11
H 3.351 -1.027 -0.198 0.14
H 4.959 -0.581 1.946 0.17
O -1.290 4.305 1.585 0.13
C -2.209 3.607 2.001 -0.53
O -2.397 3.204 3.261 0.10
C -3.440 2.253 3.240 -0.05
C -4.183 2.631 2.016 -0.38
F -5.089 3.555 2.191 0.13
O -3.186 3.148 1.206 0.13
H -3.052 1.247 3.082 0.14
H -4.048 2.247 4.145 0.16
H -4.670 1.803 1.501 0.18
O -1.633 -0.188 5.056 0.13
C -0.512 -0.656 4.938 -0.61
O -0.060 -1.168 3.786 0.10
C 1.254 -1.387 3.865 -0.14
C 1.475 -1.457 5.338 -0.32
F 2.615 -0.996 5.621 0.18
O 0.404 -0.549 5.813 0.19
H 1.484 -2.359 3.429 0.13
H 1.948 -0.638 3.483 0.14
H 1.384 -2.499 5.642 0.18
O 0.713 -1.487 0.762 0.12
C 0.304 -0.553 0.057 -0.49
O 0.639 -0.264 -1.200 0.06
C 0.013 0.913 -1.707 -0.04
C -0.852 1.384 -0.496 -0.30
F -2.128 1.299 -0.870 0.07
O -0.414 0.511 0.562 0.10
H 0.772 1.658 -1.949 0.10
H -0.517 0.821 -2.655 0.13
H -0.751 2.377 -0.058 0.12
C 0.450 -4.958 2.339 -0.02
C 1.328 -5.579 1.221 -0.29
C 2.505 -4.725 0.687 -0.06
O 3.629 -5.586 0.915 0.05
C 3.194 -6.819 1.346 -0.52
O 3.856 -7.845 1.579 0.11
O 1.954 -6.728 1.734 0.09
H -0.392 -5.629 2.510 0.08
H 0.029 -3.990 2.070 0.06
H 1.014 -4.912 3.271 0.08
H 0.605 -5.936 0.487 0.15
H 2.662 -3.833 1.295 0.12
H 2.509 -4.486 -0.376 0.13
C 0.801 4.003 4.738 0.00
C 1.384 2.600 4.502 -0.28
C 1.418 2.214 2.966 -0.09
O 2.733 1.718 2.869 0.02
C 3.482 1.880 3.950 -0.51
O 4.560 1.314 4.194 0.12
O 2.753 2.593 4.849 0.09
H -0.247 4.051 4.440 0.07
H 1.307 4.726 4.098 0.09
H 0.847 4.368 5.764 0.09
H 0.829 1.843 5.056 0.14
H 1.264 3.137 2.408 0.08
H 0.674 1.464 2.699 0.12
C -3.189 -1.879 -2.295 0.02
C -2.483 -3.313 -2.057 -0.24
C -0.994 -3.212 -1.804 -0.10
O -0.843 -3.746 -0.523 0.06
C -2.027 -4.023 0.018 -0.58
O -2.197 -4.513 1.109 0.14
O -3.004 -3.787 -0.814 0.11
H -2.841 -1.225 -1.496 0.06
H -4.261 -1.845 -2.105 0.08
H -2.862 -1.469 -3.251 0.07
H -2.654 -4.053 -2.839 0.15
H -0.575 -2.229 -2.015 0.12
H -0.602 -4.036 -2.400 0.14
C -5.626 2.634 -4.258 -0.01
C -4.947 3.818 -3.432 -0.29
C -3.785 3.335 -2.598 -0.11
O -2.640 3.683 -3.370 0.09
C -3.001 4.508 -4.344 -0.54
O -2.279 4.920 -5.227 0.14
O -4.354 4.728 -4.346 0.07
H -6.317 3.088 -4.968 0.08
H -6.227 1.936 -3.676 0.08
H -4.899 2.028 -4.799 0.08
H -5.690 4.406 -2.892 0.15
H -3.908 2.259 -2.471 0.12
H -3.792 3.870 -1.648 0.13
Cl 1.901 3.389 -0.212 0.67
C 2.667 4.813 -0.879 -0.98
Cl 1.565 6.212 -1.131 0.50
H 3.482 5.167 -0.249 0.04
H 2.995 4.621 -1.901 0.03
```

Output
E: -127762.6378 eV
ΔE to the lowest compared entry with this formula, charge and spin: 0.0 kJ/mol
Gap between HOMO and LUMO: 10.50 eV
Net charge: 0
HOMO energy: -0.389 Ha
SMILES string: O=C1OC[C@@H](F)O1.O=C1OC[C@@H](F)O1.O=C1OC[C@@H](F)O1.O=C1OC[C@@H](F)O1.O=C1OC[C@@H](F)O1.C[C@H]1COC(=O)O1.C[C@H]1COC(=O)O1.C[C@H]1COC(=O)O1.C[C@H]1COC(=O)O1.ClCCl
Molar mass: 1023.549 g/mol
E_LUMO: -0.08 eV


Here is C21H29N3O3 in the gas phase from OMol25. Energies are from ωB97M-V/def2-TZVPD.

Geometry as XYZ:
```
56
Properties=species:S:1:pos:R:3:nbo_charge:R:1
C 4.458 0.525 -0.470 -0.63
C 3.690 -0.762 -0.738 -0.08
O 2.302 -0.500 -0.934 -0.52
C 1.524 -0.515 0.149 0.84
O 1.922 -0.712 1.267 -0.61
C 0.078 -0.167 -0.211 -0.15
C -0.430 -1.190 -1.242 -0.41
C -0.387 -2.636 -0.755 -0.07
O 0.961 -3.004 -0.562 -0.53
C 1.237 -4.232 -0.038 0.39
C 0.285 -5.183 0.309 -0.33
C 0.688 -6.402 0.833 -0.19
C 2.027 -6.688 1.013 -0.25
C 2.978 -5.742 0.661 -0.19
C 2.590 -4.526 0.140 -0.28
C -0.756 -0.112 1.074 -0.40
C -2.132 0.502 0.842 -0.22
N -1.994 1.846 0.315 -0.45
C -3.268 2.544 0.232 -0.24
C -3.047 3.992 -0.030 0.07
C -3.583 4.882 -0.918 -0.08
N -3.030 6.113 -0.743 -0.47
C -2.165 5.992 0.228 0.35
C -1.308 7.074 0.772 -0.65
N -2.141 4.718 0.701 -0.53
C -1.316 1.818 -0.968 -0.23
C 0.091 1.250 -0.814 -0.38
H 5.519 0.307 -0.383 0.22
H 4.305 1.231 -1.283 0.21
H 4.114 0.974 0.458 0.22
H 3.802 -1.450 0.107 0.20
H 4.029 -1.240 -1.660 0.19
H -1.458 -0.960 -1.520 0.22
H 0.196 -1.114 -2.133 0.23
H -0.846 -3.286 -1.514 0.18
H -0.951 -2.746 0.180 0.17
H -0.768 -4.994 0.176 0.22
H -0.062 -7.132 1.099 0.21
H 2.331 -7.639 1.422 0.21
H 4.028 -5.954 0.795 0.21
H 3.317 -3.781 -0.142 0.22
H -0.215 0.502 1.795 0.23
H -0.860 -1.104 1.512 0.22
H -2.732 -0.138 0.170 0.16
H -2.659 0.563 1.799 0.21
H -3.777 2.420 1.195 0.21
H -3.926 2.131 -0.554 0.18
H -4.332 4.718 -1.666 0.20
H -1.506 7.989 0.222 0.25
H -1.522 7.240 1.828 0.22
H -0.253 6.818 0.672 0.22
H -1.551 4.332 1.420 0.42
H -1.887 1.231 -1.710 0.16
H -1.250 2.843 -1.343 0.22
H 0.653 1.904 -0.145 0.21
H 0.592 1.239 -1.783 0.22
```

Output
E: -32861.3030 eV
ΔE to the lowest compared entry with this formula, charge and spin: 210.7 kJ/mol
Gap between HOMO and LUMO: 8.99 eV
Net charge: 0
HOMO energy: -0.306 Ha
SMILES string: CCOC(=O)C1(CCOc2ccccc2)CCN(Cc2cnc(C)[nH]2)CC1
Molar mass: 371.481 g/mol
E_LUMO: 0.67 eV


- The lowest ΔE to the lowest compared entry with this formula, charge and spin belongs to which entry?
  C32H41Cl2F5O27


- Which formula does entry 2 have?
  C32H41Cl2F5O27